1.
DFT (wB97M-V/def2-TZVPD) results for the molecule C6H13N in a non-equilibrium geometry.

Computed properties:
HOMO level (Eh): -0.2338
Calculated total energy (Eh): -290.95521
Gap between HOMO and LUMO (eV): 5.80
F_max (eV/A): 3.9

Geometry (Å):
C: 0.3997 1.8746 1.8978
C: -0.0083 0.5878 1.4074
C: -0.5226 0.5173 -0.2480
C: 0.7308 -1.4571 -0.9272
C: -0.5914 -0.7252 -0.8912
C: -1.6767 -1.7969 -1.3840
N: 1.7780 2.2042 1.4173
H: -0.0862 2.7920 1.5736
H: 1.4341 -0.9233 -0.2975
H: 0.8348 -0.0938 1.4031
H: -0.8347 0.1989 1.9777
H: 0.3202 1.0774 -0.7070
H: -1.3396 1.2253 -0.1714
H: 1.1564 -1.5819 -1.9263
H: 0.7675 -2.4718 -0.5203
H: -1.6364 -1.8959 -2.4646
H: -2.6300 -1.4165 -0.9889
H: -1.6542 -2.7274 -0.7892
H: 1.6117 3.0963 0.9563
H: 1.9470 1.5161 0.6826



2.
DFT (wB97M-V/def2-TZVPD) results for a cluster of 2 separate species, C4H8O2 in total.

Computed properties:
HOMO level (Eh): -0.3622
Calculated total energy (Eh): -307.62918
SMILES: O=CCO.C=C
Gap between HOMO and LUMO (eV): 10.82
F_max (eV/A): 0.6

Geometry (Å):
O: -1.2483 -0.8913 1.8898
C: -0.8942 -1.3243 0.8187
C: -1.4184 -0.8234 -0.5147
O: -0.4247 -0.8191 -1.5075
H: -0.1439 -2.1411 0.7383
H: -2.1951 -1.5222 -0.8495
H: -1.8940 0.1549 -0.3556
H: 0.1934 -0.1049 -1.2876
C: 1.8529 0.8554 0.1278
C: 0.7753 1.6282 0.2459
H: 1.9852 -0.0336 0.7414
H: 2.6501 1.0845 -0.5756
H: -0.0125 1.3965 0.9604
H: 0.6438 2.5203 -0.3622



3.
DFT (wB97M-V/def2-TZVPD) results for a cluster of 2 separate species, C2H9N6 in total in a non-equilibrium geometry.

Computed properties:
HOMO level (Eh): -0.5150
Calculated total energy (Eh): -409.81272
Gap between HOMO and LUMO (eV): 11.38
F_max (eV/A): 1.7
Total charge: +1

Geometry (Å):
C: 1.3134 0.2002 0.7910
C: 1.2682 1.6169 0.5379
N: 1.3196 -0.9271 0.9889
N: 0.4302 1.8986 -0.6335
N: -1.0327 -0.9328 -0.2136
N: -1.6251 -0.0090 -0.8522
N: -0.4682 -2.8776 0.6297
N: -1.4144 -2.1327 -0.2081
H: 0.8135 2.0857 1.4186
H: 2.3016 1.9883 0.4506
H: 0.3495 -2.2120 0.8897
H: 0.9206 1.6482 -1.4884
H: -1.1221 0.8923 -0.8054
H: -2.4378 -0.1764 -1.4441
H: -0.1238 -3.6884 0.0965
H: -0.9502 -3.2248 1.4664
H: 0.2329 2.8931 -0.6745



4.
DFT (wB97M-V/def2-TZVPD) results for a structure of composition C34H31N2O5P2Ti.

Computed properties:
HOMO level (spin up / spin down) (Eh): -0.3645 / -0.3736
Calculated total energy (Eh): -3331.83104
Gap between HOMO and LUMO (spin up / spin down) (eV): 6.36 / 6.73
F_max (eV/A): 0.6
Total charge: +1

Geometry (Å):
Ti: 0.3830 0.4644 0.7570
N: -3.0572 -0.4330 -0.1453
P: -2.1601 0.9359 0.3150
C: -2.8213 1.4550 1.9338
C: -4.1832 1.6248 2.1793
C: -4.6258 2.0177 3.4306
C: -3.7125 2.2566 4.4525
C: -2.3566 2.0871 4.2236
C: -1.9237 1.6826 2.9686
C: -2.7908 2.1708 -0.8576
C: -1.9198 3.1280 -1.3691
C: -2.3786 4.1046 -2.2423
C: -3.7110 4.1222 -2.6215
C: -4.5844 3.1589 -2.1323
C: -4.1296 2.1884 -1.2556
P: -2.3586 -2.0353 0.0742
C: -3.8895 -3.0120 0.2344
C: -5.1476 -2.4709 0.4890
C: -6.2523 -3.3008 0.6094
C: -6.1082 -4.6757 0.4826
C: -4.8593 -5.2216 0.2225
C: -3.7569 -4.3916 0.0868
C: -1.8714 -1.8457 1.8389
C: -2.7942 -1.6924 2.8742
C: -2.3658 -1.5839 4.1850
C: -1.0073 -1.6158 4.4859
C: -0.0789 -1.7825 3.4726
C: -0.5111 -1.9093 2.1520
H: -3.4683 -0.3318 -1.0674
H: -4.9022 1.4386 1.3928
H: -5.6849 2.1440 3.6127
H: -4.0617 2.5708 5.4272
H: -1.6414 2.2544 5.0182
H: -0.8527 1.5216 2.8349
H: -0.8747 3.1034 -1.0940
H: -1.6916 4.8433 -2.6333
H: -4.0696 4.8786 -3.3068
H: -5.6226 3.1634 -2.4363
H: -4.8249 1.4416 -0.8924
H: -5.2619 -1.3985 0.5907
H: -7.2283 -2.8744 0.8022
H: -6.9715 -5.3210 0.5773
H: -4.7464 -6.2918 0.1122
H: -2.7859 -4.8185 -0.1401
H: -3.8530 -1.6680 2.6505
H: -3.0914 -1.4702 4.9801
H: -0.6787 -1.5367 5.5140
H: 0.9752 -1.8493 3.7077
H: 0.2024 -2.1493 1.3669
O: 2.0229 0.0775 1.9001
C: 2.9462 -0.7313 1.6755
C: 3.0434 -1.5807 0.5239
C: 4.1276 -2.4735 0.4640
C: 4.2430 -3.3207 -0.5997
C: 3.3097 -3.3238 -1.6412
C: 2.2486 -2.4548 -1.6062
C: 2.0907 -1.5616 -0.5318
O: 1.0683 -0.7332 -0.5300
N: 5.3795 -4.2562 -0.6490
O: 5.4539 -4.9883 -1.6135
O: 6.1794 -4.2106 0.2635
H: 3.7478 -0.8038 2.4184
H: 4.8680 -2.4999 1.2526
H: 3.4418 -4.0159 -2.4605
H: 1.5133 -2.4337 -2.3983
C: 0.5436 3.7163 1.7058
O: 1.2239 3.4644 0.4712
C: 1.1956 2.2309 0.0127
C: 2.0547 2.1496 -1.2135
H: 0.9743 3.1008 2.4984
H: -0.5215 3.5095 1.5903
H: 0.6942 4.7656 1.9390
H: 2.2706 3.1382 -1.6187
H: 1.5939 1.5170 -1.9707
H: 3.0035 1.6729 -0.9427



Energy above the lowest of the compared OMol25 structures with the same formula, charge and spin values, unit kcal/mol, following the record order: 127.7; 52.2; 12.1; 0.0.